<i>
Density functional theory data (the ωB97M-V functional and the def2-TZVPD basis) for a 2-piece molecular cluster, C4H8N3 overall.

Calculated values
Spin multiplicity: 3
Gap between HOMO and LUMO (spin up / spin down) in eV: 6.1 / 6.7
Total charge: +1
Molecular weight in g/mol: 98.1

Bonds (Å) are listed after each position.
Atoms and positions in Å:
1 C -1.938 -0.509 -1.059  C3 1.510, N7 1.466, H8 1.132, H9 1.103
2 C -1.712 0.546 0.693  C3 1.478, N7 1.430, H10 1.159, H11 1.083
3 C -0.747 -0.068 -0.242  C1 1.510, C2 1.478
4 C 3.292 -0.124 0.513  N6 1.394, H12 1.087, H13 1.117, H14 1.108
5 N 1.456 0.380 -1.103  N6 1.108
6 N 2.241 0.202 -0.342  C4 1.394, N5 1.108
7 N -2.833 0.143 -0.097  C1 1.466, C2 1.430, H15 1.091
8 H -1.782 0.049 -2.032  C1 1.132
9 H -2.052 -1.570 -1.339  C1 1.103
10 H -1.628 0.133 1.772  C2 1.159
11 H -1.515 1.608 0.783  C2 1.083
12 H 3.189 -0.282 1.583  C4 1.087
13 H 3.989 0.749 0.495  C4 1.117
14 H 3.828 -1.007 0.114  C4 1.108
15 H -3.786 -0.249 0.262  N7 1.091

=====

<ii>
Density functional theory data (the ωB97M-V functional and the def2-TZVPD basis) for an isolated ion of composition C4H8N3 and charge +1.

Calculated values
Spin multiplicity: 3
Gap between HOMO and LUMO (spin up / spin down) in eV: 7.6 / 7.0
Total charge: +1
Molecular weight in g/mol: 98.1

Bonds (Å) are listed after each position.
Atoms and positions in Å:
1 C -1.386 -0.727 -0.638  C2 1.433, N5 1.278, N6 1.400
2 C -2.591 -0.112 -0.165  C1 1.433, N6 1.460, H8 1.065, H9 1.096
3 C -0.144 0.966 0.219  N6 1.557, N7 1.543, H10 1.160, H11 1.184
4 C 1.526 -0.920 0.279  N7 1.463, H12 1.043, H13 1.135, H14 1.043
5 N -0.350 -0.724 -1.386  C1 1.278, N7 1.510
6 N -1.325 0.007 0.552  C1 1.400, C2 1.460, C3 1.557
7 N 0.720 -0.041 -0.568  C3 1.543, C4 1.463, N5 1.510, H15 1.102
8 H -3.201 0.616 -0.645  C2 1.065
9 H -3.373 -0.735 0.282  C2 1.096
10 H -0.510 1.646 -0.646  C3 1.160
11 H 0.328 1.396 1.217  C3 1.184
12 H 0.987 -1.488 0.967  C4 1.043
13 H 2.176 -1.669 -0.272  C4 1.135
14 H 2.234 -0.270 0.683  C4 1.043
15 H 1.402 0.400 -1.314  N7 1.102

=====

The structure with the greatest stability is <i>.